This record from OMol25 describes 3 unconnected molecules or ions with the total composition C27H38Br2O7 in a non-equilibrium geometry. The level of theory is ωB97M-V/def2-TZVPD.

Calculated values
orbital gap	7.20	eV
HOMO level	-8.66	eV
SMILES	CCCC1=C(CCCBr)C(=O)c2c(ccc(CCCBr)c2O)C1=O.CCOC(C)=O.CCOC(C)=O

Each line ends with the Löwdin charge.
CARTESIAN COORDINATES (ANGSTROEM)
C: -1.73825 0.30284 2.49780  -0.13
C: -0.34562 -0.11464 1.67778  -0.22
C: -0.62139 -0.98031 0.31474  -0.15
C: 0.08119 -0.39203 -1.04341  -0.03
C: -0.34567 -0.97853 -2.37709  -0.06
C: -1.48560 -2.17494 -2.52333  -0.16
C: -0.87037 -3.63852 -2.93283  -0.28
C: 0.15000 -4.28220 -1.78457  -0.56
Br: 2.01240 -3.95797 -2.43843  0.55
C: 0.27597 -0.42710 -3.82882  -0.16
O: 0.56620 -1.24303 -4.86482  -0.05
C: 0.55494 1.22194 -3.86194  0.04
C: 1.04628 1.86451 -2.39792  -0.02
C: 1.33155 3.47361 -2.22435  0.01
C: 1.09638 4.42189 -3.57805  -0.01
C: 0.61748 3.77547 -5.02864  -0.09
C: 0.38319 4.79501 -6.29558  -0.19
C: -0.67110 5.99851 -5.93784  -0.28
C: -1.94128 5.55037 -5.00145  -0.57
Br: -1.87250 6.44622 -3.17551  0.50
C: 0.33029 2.14795 -5.22534  -0.06
O: -0.10009 1.53886 -6.51813  -0.06
C: 1.20348 0.83468 -1.08927  -0.17
O: 2.19133 1.00044 -0.20479  -0.04
H: -2.71776 -0.01313 1.92071  0.07
H: -1.76873 1.49416 2.54590  0.08
H: -1.73236 -0.06072 3.61927  0.06
H: 0.25045 -0.82245 2.41535  0.12
H: 0.24208 0.88551 1.52779  0.10
H: -0.32973 -2.09458 0.52134  0.11
H: -1.79769 -0.95805 0.12038  0.11
H: -2.17141 -1.83474 -3.43990  0.13
H: -2.22337 -2.22949 -1.59802  0.12
H: -0.38152 -3.69014 -4.00047  0.10
H: -1.79446 -4.39320 -2.96995  0.12
H: -0.08219 -3.87790 -0.71109  0.07
H: -0.01838 -5.45993 -1.78554  0.08
H: 1.65800 3.94562 -1.17952  0.11
H: 1.26114 5.59395 -3.46951  0.09
H: 1.43545 5.26310 -6.55466  0.12
H: -0.04139 4.18436 -7.21592  0.12
H: -1.11869 6.43889 -6.95111  0.12
H: -0.07219 6.82504 -5.33001  0.09
H: -2.91587 5.99852 -5.52567  0.08
H: -2.11161 4.39053 -4.92183  0.08
H: -0.66295 0.72057 -6.33197  0.12
C: -5.70295 0.93206 6.59602  -0.07
C: -5.11870 -0.43535 6.30245  -0.23
O: -3.77005 -0.32143 5.81179  -0.01
C: -2.67481 -0.22573 6.59752  -0.50
C: -2.85142 0.06829 8.05820  0.00
O: -1.54885 -0.30163 6.10728  0.07
H: -5.14279 1.44983 7.37934  0.07
H: -6.74532 0.84566 6.91592  0.08
H: -5.65839 1.56659 5.70464  0.09
H: -5.16959 -1.11047 7.16155  0.11
H: -5.69955 -0.90893 5.50344  0.12
H: -2.78022 1.14696 8.21919  0.10
H: -2.05308 -0.43387 8.61211  0.10
H: -3.78814 -0.30352 8.47213  0.07
C: 6.93877 -3.29415 1.94161  -0.07
C: 6.16641 -4.22147 1.02462  -0.23
O: 4.92703 -4.62848 1.63363  -0.01
C: 3.77821 -3.91894 1.58016  -0.51
C: 3.82550 -2.49272 1.11664  0.00
O: 2.72361 -4.41151 1.97901  0.07
H: 6.38632 -2.37172 2.14007  0.07
H: 7.90412 -3.03081 1.49992  0.08
H: 7.11259 -3.77239 2.91128  0.08
H: 5.99563 -3.79087 0.03373  0.11
H: 6.74861 -5.13597 0.86713  0.12
H: 3.92319 -1.83550 1.98441  0.10
H: 2.89138 -2.26652 0.59454  0.07
H: 4.62684 -2.28635 0.40790  0.07



This record from OMol25 describes C2H2ClF3 in the gas phase in a non-equilibrium geometry. The level of theory is ωB97M-V/def2-TZVPD.

Calculated values
orbital gap	12.67	eV
HOMO level	-11.88	eV
SMILES	FC(F)[C@H](F)Cl
energy above the lowest of the compared OMol25 structures with the same formula, charge and spin	157.4	kJ/mol

Each line ends with the Löwdin charge.
CARTESIAN COORDINATES (ANGSTROEM)
F: -0.81264 1.46731 0.21204  0.06
C: 0.22605 0.64837 -0.18936  -0.47
F: 0.20425 0.56739 -1.51058  0.11
C: 0.02186 -0.67378 0.09704  -0.67
F: -1.33858 -0.89687 -0.19621  -0.04
Cl: 0.02777 -0.97454 1.80631  0.75
H: 1.09281 1.18903 0.17296  0.17
H: 0.57847 -1.32691 -0.39222  0.09